# 1
55
Properties=species:S:1:pos:R:3:nbo_charge:R:1 method="wB97M-V/def2-TZVPD" total_charge=+1 multiplicity=1 lumo_ev=-2.6 total_energy_ev=-60732.767 largest_force_ev_per_a=1.8 homo_lumo_gap_ha=0.34435 e_homo_ev=-11.922
C 1.0176 1.8622 -2.1332 -0.61
C 1.0302 0.9836 -3.3897 -0.40
C -0.3052 0.2371 -3.6876 -0.48
C 0.0330 -1.0471 -4.4702 -0.61
P -1.2078 -0.2967 -2.1508 0.28
S -3.2049 -0.7733 -2.8644 1.85
O -3.5018 -2.0324 -2.2825 -0.91
O -3.2218 -0.7878 -4.2927 -0.91
C -4.4535 0.4127 -2.1297 0.41
F -3.8329 1.3219 -1.3911 -0.31
F -5.1940 -0.2680 -1.2907 -0.28
C -5.4197 1.0786 -3.1465 0.55
F -5.8502 0.2593 -4.0622 -0.27
F -6.4956 1.4410 -2.4420 -0.30
C -4.8555 2.4117 -3.7583 0.92
F -3.5407 2.3989 -3.8357 -0.31
F -5.3388 2.5709 -4.9664 -0.29
F -5.2602 3.4224 -3.0556 -0.29
H 0.2702 2.6532 -2.1685 0.22
H 1.9862 2.3691 -2.0880 0.22
H 0.9527 1.2775 -1.2131 0.18
H 1.7851 0.2096 -3.2577 0.20
H 1.2432 1.5990 -4.2597 0.23
H -0.9649 0.8650 -4.2882 0.24
H 0.7856 -1.6431 -3.9503 0.20
H -0.8413 -1.6646 -4.6588 0.24
H 0.5046 -0.7169 -5.3975 0.23
H -1.2937 0.8015 -1.2554 0.01
C 3.4037 -1.5828 5.2539 -0.62
C 1.8883 -1.5697 5.0515 -0.43
C 1.3869 -1.9701 3.6716 -0.20
N 1.5052 -0.9530 2.5576 -0.21
C 0.7695 -1.5237 1.3763 -0.39
C 0.8950 0.3902 2.9147 -0.22
C 2.0590 1.2534 3.3647 -0.42
C 3.2172 0.8022 2.4798 -0.43
C 2.9459 -0.6653 2.1475 -0.22
H 3.8999 -0.7454 4.7617 0.20
H 3.6358 -1.5039 6.3151 0.24
H 3.8425 -2.5128 4.8879 0.22
H 1.4705 -0.6131 5.3684 0.21
H 1.4703 -2.3043 5.7437 0.25
H 0.3213 -2.1904 3.7496 0.23
H 1.8882 -2.8735 3.3222 0.23
H -0.2738 -1.6579 1.6526 0.23
H 1.2242 -2.4772 1.1180 0.23
H 0.8525 -0.8284 0.5448 0.23
H 0.4480 0.8002 2.0103 0.23
H 0.1213 0.2473 3.6663 0.24
H 2.2904 1.0958 4.4172 0.22
H 1.8430 2.3135 3.2445 0.25
H 4.1795 0.9354 2.9712 0.25
H 3.2464 1.3892 1.5613 0.23
H 3.6039 -1.3626 2.6562 0.24
H 3.0394 -0.8384 1.0781 0.23

***

# 2
17
Properties=species:S:1:pos:R:3:nbo_charge:R:1 method="wB97M-V/def2-TZVPD" total_charge=0 multiplicity=1 lumo_ev=0.9 total_energy_ev=-9437.223 largest_force_ev_per_a=5.1 relative_energy_kj_mol=561.6 homo_lumo_gap_ha=0.34452 e_homo_ev=-8.441
C 1.0687 0.7668 -1.5780 -0.64
C 0.9815 0.3691 -0.1293 0.16
O 1.6478 1.1089 0.8295 -0.70
C -0.6395 0.5255 0.1312 -0.03
C -0.3515 -1.1235 0.5197 -0.39
C -1.6852 -0.8850 1.1321 -0.07
O -1.4777 0.5318 1.2854 -0.52
H 2.1153 0.7661 -1.8750 0.22
H 0.5255 0.0512 -2.2134 0.22
H 0.6210 1.7526 -1.6913 0.21
H 1.5515 -0.6052 -0.0991 0.16
H 1.0555 1.8603 0.9440 0.47
H -1.2912 0.4840 -0.7560 0.17
H -0.1907 -1.8578 -0.2772 0.21
H 0.4130 -1.2820 1.3074 0.21
H -1.8750 -1.3739 2.0779 0.18
H -2.4690 -1.0890 0.3922 0.16

***

# 3
64
Properties=species:S:1:pos:R:3:nbo_charge:R:1 method="wB97M-V/def2-TZVPD" total_charge=0 multiplicity=1 lumo_ev=0.3 total_energy_ev=-58248.564 largest_force_ev_per_a=1.0 relative_energy_kj_mol=8.6 homo_lumo_gap_ha=0.31196 e_homo_ev=-8.154
C 6.6633 0.5222 1.4571 -0.25
O 5.7234 1.5630 1.5656 -0.49
C 4.6030 1.5134 0.7945 0.31
C 4.2971 0.4972 -0.1040 -0.31
C 3.1235 0.5529 -0.8368 -0.20
C 2.2317 1.6046 -0.6769 0.15
N 1.0341 1.5701 -1.4350 -0.69
C 0.5060 2.8026 -2.0055 -0.31
C -0.3628 3.6321 -1.0436 0.66
O 0.1083 4.5263 -0.3651 -0.64
N -1.6691 3.3279 -1.0685 -0.62
C -2.6104 3.9326 -0.1527 -0.24
C -3.1649 2.9214 0.8439 -0.53
S -4.3267 1.7588 0.0293 0.15
C -3.6071 0.1347 0.4932 -0.31
C -3.8848 -0.8814 -0.6044 -0.43
C -3.2398 -2.2160 -0.2379 -0.38
C -3.7579 -2.7133 1.1087 -0.40
C -3.4995 -1.6749 2.1963 -0.40
C -4.1533 -0.3447 1.8296 -0.42
S -0.1554 0.5852 -0.7791 2.32
O -0.4493 0.9575 0.5790 -0.95
O -1.2443 0.6030 -1.7191 -0.97
C 0.5540 -1.0490 -0.7688 -0.35
C 0.5287 -1.7951 -1.9320 -0.16
C 1.0516 -3.0749 -1.9231 -0.22
C 1.5952 -3.6124 -0.7586 0.00
C 2.1395 -5.0065 -0.7560 -0.63
C 1.5987 -2.8445 0.4017 -0.17
C 1.0767 -1.5630 0.4019 -0.18
C 2.5423 2.6293 0.2134 -0.23
C 3.7165 2.5830 0.9329 -0.24
H 6.2293 -0.4435 1.7366 0.17
H 7.4611 0.7727 2.1544 0.20
H 7.0759 0.4561 0.4452 0.18
H 4.9632 -0.3378 -0.2537 0.22
H 2.9070 -0.2256 -1.5520 0.22
H 1.3549 3.4130 -2.3206 0.24
H -0.0873 2.5120 -2.8762 0.23
H -1.9738 2.4808 -1.5332 0.43
H -2.0724 4.7232 0.3780 0.24
H -3.4326 4.3739 -0.7256 0.20
H -3.7124 3.4372 1.6325 0.22
H -2.3555 2.3336 1.2734 0.24
H -2.5322 0.2986 0.5653 0.23
H -3.4705 -0.5146 -1.5444 0.23
H -4.9637 -1.0049 -0.7249 0.20
H -3.4501 -2.9533 -1.0158 0.21
H -2.1549 -2.0826 -0.1866 0.19
H -3.2710 -3.6558 1.3702 0.20
H -4.8320 -2.8995 1.0353 0.19
H -2.4223 -1.5239 2.3041 0.19
H -3.8897 -2.0287 3.1532 0.21
H -3.9510 0.3982 2.6044 0.21
H -5.2364 -0.4679 1.7538 0.20
H 0.0922 -1.3641 -2.8187 0.24
H 1.0372 -3.6676 -2.8257 0.22
H 2.8167 -5.1605 0.0798 0.22
H 1.3212 -5.7210 -0.6661 0.23
H 2.6650 -5.2184 -1.6842 0.22
H 2.0107 -3.2543 1.3119 0.21
H 1.0629 -0.9531 1.2912 0.25
H 1.8721 3.4652 0.3348 0.26
H 3.9698 3.3711 1.6237 0.23

***

# 4
33
Properties=species:S:1:pos:R:3:nbo_charge:R:1 method="wB97M-V/def2-TZVPD" total_charge=+1 multiplicity=1 lumo_ev=-3.7 total_energy_ev=-23520.371 largest_force_ev_per_a=4.7 relative_energy_kj_mol=434.2 homo_lumo_gap_ha=0.23248 e_homo_ev=-10.014
C 2.8380 1.9816 -0.2468 -0.22
C 2.8059 0.9043 -1.1885 -0.17
C 2.0200 1.9036 0.8199 -0.22
C 1.9765 -0.2007 -0.8646 -0.27
C 1.2736 0.8244 1.1525 -0.25
C 1.1750 -0.2680 0.2563 -0.04
C -1.7389 2.0493 -0.3992 -0.39
C -1.1146 1.0468 -1.4456 -0.54
C -2.6770 1.0773 0.4003 -0.25
C -1.7770 -0.2633 -1.1968 0.30
C -0.1027 -1.8471 1.9866 -0.63
C 0.4154 -1.5297 0.6522 -0.61
N -2.6121 -0.2299 -0.1917 -0.45
P 0.5163 -2.9670 -0.3463 0.81
H 3.6138 2.7136 -0.3992 0.23
H 3.4042 0.8396 -2.0828 0.23
H 2.1197 2.5970 1.5860 0.22
H 2.0338 -1.0499 -1.4732 0.19
H 0.6366 0.9054 2.0982 0.21
H -0.9647 2.2846 0.2340 0.24
H -2.3403 2.8489 -0.8602 0.24
H -1.2322 1.5046 -2.4382 0.27
H 0.0079 0.8787 -1.1863 0.32
H -2.1225 1.0505 1.3444 0.23
H -3.6634 1.4271 0.3259 0.23
H -1.6331 -1.1950 -1.7020 0.22
H 0.4396 -2.6652 2.3928 0.23
H -1.2213 -1.9075 1.7984 0.18
H 0.0825 -1.0322 2.6230 0.24
H 0.6531 -2.9471 -1.6833 0.03
H -3.0298 -1.1317 0.1337 0.45
H -0.8322 -3.4100 -0.3097 -0.05
H 1.0501 -4.1931 0.2102 0.00

***

# 5
70
Properties=species:S:1:pos:R:3:nbo_charge:R:1 method="wB97M-V/def2-TZVPD" total_charge=0 multiplicity=1 lumo_ev=-0.5 total_energy_ev=-58444.473 largest_force_ev_per_a=3.4 relative_energy_kj_mol=63.9 homo_lumo_gap_ha=0.27433 e_homo_ev=-7.929
C 1.6371 -3.2378 -1.8359 -0.64
C 1.1202 -2.7179 -0.4961 0.25
C 1.8669 -3.2479 0.7072 -0.63
O 1.4476 -1.2947 -0.5109 -0.77
B 0.2506 -0.6980 -0.7636 1.31
C -0.0097 0.7564 -1.2013 -0.70
C 1.2596 1.4646 -1.5795 0.04
C 2.3124 0.7729 -2.2010 -0.31
C 3.3339 1.5008 -2.8176 0.43
F 4.2514 0.8184 -3.5927 -0.33
C 3.4390 2.8860 -2.7007 -0.36
C 2.4508 3.5277 -1.9530 0.40
F 2.5862 4.8745 -1.6818 -0.33
C 1.3674 2.8493 -1.4154 -0.25
C -0.9624 0.4210 -2.3416 0.07
C -2.3511 0.6026 -2.2401 -0.26
C -3.1790 0.2889 -3.3172 0.42
F -4.5254 0.5726 -3.2238 -0.33
C -2.7187 -0.3730 -4.4592 -0.37
C -1.3573 -0.6501 -4.4776 0.44
F -0.8802 -1.4817 -5.4748 -0.33
C -0.4634 -0.2199 -3.4919 -0.34
O -0.8903 -1.4006 -0.4356 -0.77
C -0.4802 -2.7807 -0.3311 0.26
C -1.2383 -3.5192 -1.4339 -0.63
C -1.0056 -3.2249 1.0283 -0.64
H 1.5492 -4.3305 -1.9180 0.22
H 1.1306 -2.7950 -2.7141 0.22
H 2.6950 -2.9457 -1.9486 0.23
H 1.7975 -4.3391 0.7887 0.21
H 2.9165 -2.9468 0.6486 0.22
H 1.4637 -2.7823 1.6190 0.23
H -0.5345 1.3523 -0.4538 0.27
H 2.3230 -0.3192 -2.1972 0.25
H 4.2905 3.4168 -3.1119 0.25
H 0.5992 3.3829 -0.8573 0.23
H -2.7556 0.9844 -1.3001 0.22
H -3.3917 -0.7201 -5.2411 0.25
H 0.5960 -0.4257 -3.5671 0.24
H -0.9734 -4.5813 -1.4657 0.21
H -2.3204 -3.4168 -1.2541 0.23
H -1.0563 -3.0615 -2.4134 0.22
H -0.7991 -4.2851 1.2340 0.21
H -0.5907 -2.5899 1.8272 0.22
H -2.0978 -3.0704 1.0624 0.22
C -2.3109 -1.4179 5.1107 -0.66
C -1.1195 -1.0938 4.3469 0.31
C 0.2289 -1.1986 4.5964 -0.31
C 0.9004 -0.5681 3.5004 -0.28
C -0.1012 0.0484 2.7311 0.30
C -0.1021 1.1615 1.8664 -0.08
C 1.0816 1.9079 1.6673 -0.19
C 1.0248 3.2833 1.8028 -0.20
C -0.2237 3.8957 1.8228 -0.12
C -0.3698 5.3570 2.1532 0.97
F -1.1500 5.9863 1.2264 -0.33
F -0.9857 5.5655 3.3587 -0.33
F 0.8365 6.0014 2.1866 -0.33
C -1.3824 3.1766 1.5361 -0.20
C -1.3364 1.7937 1.5277 -0.23
O -1.3380 -0.3562 3.2063 -0.43
H -1.9903 -1.7665 6.0954 0.23
H -2.9241 -0.5103 5.2174 0.24
H -2.9173 -2.2114 4.6491 0.23
H 0.6804 -1.6665 5.4675 0.23
H 1.9789 -0.4847 3.3642 0.24
H 2.0130 1.3526 1.5308 0.23
H 1.9378 3.8491 1.9207 0.24
H -2.3214 3.6809 1.3360 0.24
H -2.2127 1.1980 1.2825 0.24

***

# 6
77
Properties=species:S:1:pos:R:3:lowdin_charge:R:1 method="wB97M-V/def2-TZVPD" total_charge=0 multiplicity=1 lumo_ev=-0.2 total_energy_ev=-372131.221 largest_force_ev_per_a=5.3 homo_lumo_gap_ha=0.31590 e_homo_ev=-8.778
C 4.9228 -0.1888 2.5001 -0.07
C 4.1537 -0.3233 1.1470 -0.27
O 2.9245 0.4342 1.1922 -0.23
P 3.2186 2.0695 1.0041 0.62
O 4.2533 2.3688 -0.0474 -0.30
C 1.5579 2.7673 0.5385 -0.21
C 0.5796 2.5383 1.7692 -0.17
C -0.8323 2.1252 1.2978 -0.36
O -0.8940 1.1389 0.2505 -0.17
S -1.8682 -0.0869 0.7901 0.71
O -2.6715 -0.8089 -0.2182 -0.27
O -0.9062 -1.0567 1.3428 -0.30
O -2.7461 0.8272 1.8424 -0.29
C -1.9933 1.9349 2.3553 -0.46
P -1.5766 1.3729 4.1088 0.44
S -0.1383 0.0696 4.2350 0.17
O 3.5355 2.6696 2.5181 -0.24
C 4.7427 3.4412 2.5984 -0.28
C 4.4916 4.5055 3.7301 -0.07
H 5.7843 0.4981 2.3897 0.07
H 4.2013 0.1975 3.2473 0.08
H 5.2601 -1.1663 2.8962 0.08
H 3.8521 -1.3834 1.0370 0.12
H 4.7644 -0.0833 0.2593 0.11
H 1.1904 2.3032 -0.3915 0.08
H 1.7344 3.8397 0.3319 0.00
H 0.5807 3.4922 2.3334 0.13
H 1.0494 1.7541 2.3909 0.05
H -1.1660 3.0492 0.7407 0.08
H -2.4917 2.9124 2.4879 0.10
H -1.4091 2.4965 4.9847 -0.01
H -2.7738 0.7272 4.5676 0.00
H 5.5764 2.7806 2.9079 0.11
H 4.9877 4.0111 1.6883 0.10
H 4.2454 3.9516 4.6517 0.08
H 5.3554 5.1798 3.8245 0.08
H 3.5680 5.0414 3.4296 0.07
Cl -0.5113 -3.9343 -2.2387 0.54
C -1.5640 -2.6987 -2.9334 -1.51
Cl -0.7021 -1.7634 -4.1669 0.57
Cl -3.0190 -3.4328 -3.6164 0.55
H -1.8628 -2.0207 -2.1405 -0.02
Cl 3.0288 5.7955 -0.3431 0.56
C 3.0469 5.5633 -2.0974 -1.51
Cl 1.8828 4.3258 -2.5825 0.56
Cl 2.7134 7.0867 -2.9270 0.53
H 4.0371 5.2286 -2.3834 0.02
Cl -0.8739 -5.3271 4.5032 0.50
C -0.7394 -3.7724 3.6723 -1.52
Cl -1.9271 -2.6251 4.3051 0.49
Cl 0.9021 -3.1354 3.8224 0.51
H -0.9478 -3.9285 2.6202 0.01
Cl -3.4219 -2.9687 -7.8158 0.52
C -3.3611 -1.4336 -6.9434 -1.56
Cl -2.5584 -0.1962 -7.9170 0.52
Cl -4.9882 -0.9098 -6.4898 0.51
H -2.7859 -1.5787 -6.0362 -0.06
Cl 1.9555 -4.1195 -7.4626 0.52
C 2.1302 -3.5469 -5.7996 -1.56
Cl 2.4314 -4.8978 -4.7027 0.51
Cl 3.4244 -2.3486 -5.6853 0.52
H 1.2026 -3.0734 -5.5047 -0.06
Cl 1.3925 -6.5538 7.2614 0.52
C 1.1326 -8.2315 6.7735 -1.54
Cl -0.2604 -8.3598 5.6924 0.50
Cl 2.5812 -8.8877 6.0027 0.52
H 0.9268 -8.8158 7.6623 0.01
Cl -3.4191 3.5999 0.0091 0.63
C -4.6450 2.6556 -0.8592 -1.50
Cl -5.4262 1.4950 0.2163 0.57
Cl -5.8442 3.7266 -1.5885 0.54
H -4.1502 2.1064 -1.6524 0.02
Cl -9.4429 -1.7553 -5.4102 0.52
C -8.8895 -1.6015 -7.0816 -1.56
Cl -8.1382 -3.1025 -7.6305 0.51
Cl -10.2286 -1.1489 -8.1421 0.52
H -8.1444 -0.8154 -7.1215 -0.01